Arrangement 1

A structure of composition CH2N2P2. Source: the OMol25 dataset; level of theory: the ωB97M-V functional and the def2-TZVPD basis.

Geometry as XYZ:
```
7
Properties=species:S:1:pos:R:3
N 0.451 1.477 -0.134
C -0.592 0.817 -0.305
H -1.030 -1.538 0.797
P -0.400 -1.017 -0.265
H -1.583 1.086 -0.712
P 2.022 0.248 0.319
N 1.133 -1.072 0.300
```

Values from the calculation:
HOMO level = -8.7 eV
frontier orbital gap = 7.90 eV

Arrangement 2

A structure of composition CH2N2P2. Source: the OMol25 dataset; level of theory: the ωB97M-V functional and the def2-TZVPD basis.

Geometry as XYZ:
```
7
Properties=species:S:1:pos:R:3
N -1.125 -1.042 -0.362
N -0.644 1.312 0.211
C 0.513 0.783 0.327
P -1.929 0.318 -0.218
P 0.401 -1.056 0.288
H 1.498 1.175 0.645
H 1.286 -1.490 -0.890
```

Values from the calculation:
HOMO level = -9.3 eV
frontier orbital gap = 8.40 eV

Which is the most stable structure? arrangement 2 is the most stable.